{
  "formula": "C59H84BBr2F3IN10O5P2S2",
  "method": "ωB97M-V/def2-TZVPD",
  "species": ["I", "Br", "Br", "S", "S", "P", "P", "F", "F", "F", "O", "O", "O", "O", "O", "N", "N", "N", "N", "N", "N", "N", "N", "N", "N", "C", "C", "C", "C", "C", "C", "C", "C", "C", "C", "C", "C", "C", "C", "C", "C", "C", "C", "C", "C", "C", "C", "C", "C", "C", "C", "C", "C", "C", "C", "C", "C", "C", "C", "C", "C", "C", "C", "C", "C", "C", "C", "C", "C", "C", "C", "C", "C", "C", "C", "C", "C", "C", "C", "C", "C", "C", "C", "C", "B", "H", "H", "H", "H", "H", "H", "H", "H", "H", "H", "H", "H", "H", "H", "H", "H", "H", "H", "H", "H", "H", "H", "H", "H", "H", "H", "H", "H", "H", "H", "H", "H", "H", "H", "H", "H", "H", "H", "H", "H", "H", "H", "H", "H", "H", "H", "H", "H", "H", "H", "H", "H", "H", "H", "H", "H", "H", "H", "H", "H", "H", "H", "H", "H", "H", "H", "H", "H", "H", "H", "H", "H", "H", "H", "H", "H", "H", "H", "H", "H", "H", "H", "H", "H"],
  "coordinates": [[1.803976, 4.355875, -0.796722], [-8.696595, 2.527765, 0.926082], [-2.980950, 4.864347, -3.403650], [0.798859, -1.225881, 1.034668], [0.247934, -0.608736, -1.832797], [-5.492951, -1.750224, -1.590868], [-3.047686, 2.619043, -3.288795], [-8.086001, 4.630746, -1.610863], [-7.498553, 5.422202, -3.606409], [-8.403288, 3.372682, -3.534495], [-6.909431, -1.603843, -2.109700], [-6.994310, 1.217829, 2.626740], [-3.920889, -1.203640, 1.172679], [-1.447507, 2.183395, -3.724064], [-3.835665, 1.020115, 2.094167], [6.218935, 6.680265, 4.322091], [-4.725677, -0.167196, -1.311236], [2.863582, -0.540345, -0.653265], [-0.554649, -6.045568, -3.468682], [8.456739, -3.556841, 0.670402], [8.124145, 0.811930, 2.807320], [-11.865205, 8.326840, -5.038618], [-6.594739, -5.083066, -3.332635], [9.138032, -5.407199, 5.044044], [6.266652, -9.930518, 2.483480], [-5.197105, 0.766796, -0.194584], [1.455101, -0.768248, -0.443087], [9.739044, -1.908558, -0.075524], [-10.073744, 8.322479, -3.733780], [1.157636, -4.784942, -2.839280], [9.140091, -5.777084, 6.362512], [-7.265947, 1.254719, 1.466168], [-3.366083, 1.944735, -1.511305], [-6.057418, 2.322352, -1.924125], [-3.719811, 0.405400, -1.966690], [-6.637173, 0.366281, 0.324476], [-11.387759, 7.043880, -5.033841], [7.405792, 1.952173, 2.561595], [-3.062777, 7.345549, 2.405522], [8.675990, -2.717738, -0.388924], [-6.054483, -7.140457, -3.955700], [8.724464, 0.908503, 4.033203], [-4.842100, 2.146814, -0.876835], [-4.565294, -0.323732, 4.145133], [7.230515, 7.232889, 3.583218], [-3.281337, 6.237584, 1.962994], [-0.289481, -5.197220, -4.510332], [5.205869, -0.572664, 0.412066], [6.822376, 7.278381, 2.274836], [-5.528604, -4.967853, -4.185968], [7.549115, -8.283382, 1.740011], [-3.135289, -0.523783, -3.074954], [-1.334976, -1.390748, -1.263739], [7.172876, -9.660717, 3.474787], [-11.072718, 9.111223, -4.244635], [4.165092, 0.897689, -2.364288], [6.486181, -9.091898, 1.424721], [8.393396, 2.126235, 4.572286], [-3.440803, 4.714063, 1.598414], [-2.206369, -1.731696, -2.532995], [7.075212, -6.063732, 5.522733], [10.175725, -2.269800, 1.224752], [-7.585920, 4.240768, -2.844845], [5.172224, 6.364838, 3.497891], [9.363311, -3.286446, 1.660321], [-6.089959, 3.716447, -2.698882], [-1.144636, 3.389907, -0.797139], [7.556213, 2.788187, 3.638271], [-6.923925, -6.403817, -3.191623], [0.319512, -5.797082, -2.444245], [5.516216, 6.728073, 2.220360], [7.872419, -6.185712, 6.689115], [-4.223371, 4.579088, 0.194522], [-5.133480, 3.290900, 0.177697], [7.882436, -5.584388, 4.524166], [7.984425, -8.645168, 3.040775], [-2.104475, 2.177258, -0.576556], [-3.384950, 0.338499, 3.283414], [-10.273231, 7.010586, -4.234898], [0.252567, 2.995332, -0.087778], [-5.169028, -6.229781, -4.586132], [0.770980, -4.403684, -4.150104], [3.128715, 0.842237, -1.138270], [3.639331, -0.788774, 0.595908], [-4.279449, 0.194726, 1.057916], [9.934274, -5.060434, 4.536555], [-5.186865, 2.945637, 1.262885], [3.514695, -1.857539, 0.957692], [1.219208, -3.634369, -4.760358], [0.118499, 3.125989, 1.034487], [-1.018085, -2.386782, -0.810839], [5.478042, 0.518152, 0.251214], [8.800189, -8.208857, 3.596048], [5.870033, -9.143714, 0.540830], [-1.449227, 4.338870, -0.248860], [-2.770622, -2.680197, -2.325052], [4.898113, 6.610359, 1.342702], [4.275655, 5.912043, 3.891154], [-5.148931, 0.560382, 4.556769], [-0.862298, 3.699950, -1.830819], [-6.098947, 1.501130, -2.699820], [-9.669685, 6.141568, -4.031948], [-2.508185, 2.309673, 0.483902], [-4.898110, 5.494885, 0.165701], [4.542697, 1.967470, -2.443349], [-4.721610, -1.632608, 1.534301], [7.398521, 7.663685, 1.447773], [6.027099, -6.301736, 5.426232], [0.270460, -6.361533, -1.526378], [-4.360502, -6.471926, -5.258824], [10.156592, -1.141778, -0.709827], [-1.240456, 2.702868, -4.527786], [3.563609, 0.703386, -3.301486], [-6.568582, -0.671612, 0.791826], [-2.422752, 4.232297, 1.578034], [8.198965, 0.024199, 2.183480], [-5.535412, 4.550433, -2.191971], [8.150036, 7.545988, 4.051794], [-3.923449, -1.035643, -3.721186], [6.241739, 6.528826, 5.316280], [-5.118880, -4.000078, -4.432980], [-2.765210, 8.151782, 3.123466], [-7.745322, -6.704588, -2.560741], [-5.563300, -2.516796, -0.385089], [-4.822711, -2.544438, -2.555035], [7.161764, -10.214979, 4.399854], [-0.875491, -5.232588, -5.415409], [10.040964, -5.716002, 6.952336], [7.113019, 3.767292, 3.743206], [-11.287203, 10.160050, -4.113382], [0.520190, 1.914169, -0.241053], [7.740284, -4.262077, 0.714946], [7.967694, -7.516064, 1.106090], [5.746326, -0.907274, 1.344399], [5.030499, 0.196140, -2.225269], [8.059033, -2.769956, -1.272233], [7.673940, -5.353155, 3.491582], [-6.197748, 3.652120, -0.004630], [-1.474872, 1.230969, -0.512626], [1.959013, -4.363902, -2.251334], [-1.471651, -1.985120, -3.365426], [5.604653, -1.149189, -0.478118], [9.334999, 0.105102, 4.414251], [3.545480, 1.502626, -0.308971], [7.553066, -6.535128, 7.658830], [6.852453, 2.069676, 1.643214], [-11.880383, 6.268520, -5.599073], [-5.206610, -1.031165, 3.554127], [-2.510765, -0.364225, 3.134176], [-6.055117, -8.215108, -4.051960], [-2.483040, -0.019414, -3.851505], [-7.072692, 2.303113, -1.411322], [-4.098302, -0.805018, 5.062880], [9.352457, -3.840453, 2.585014], [3.322191, -0.081374, 1.431694], [-3.478523, 4.702525, -0.629026], [5.550613, -10.635294, 2.527314], [10.992403, -1.833119, 1.779094], [-7.386084, 0.381604, -0.530888], [-1.857756, -0.840016, -0.433299], [-7.064583, -4.314976, -2.880235], [-12.673518, 8.643958, -5.546229], [-5.743018, 3.564784, -3.769425], [-4.007849, 4.260942, 2.458285], [-9.286699, 8.651197, -3.072472], [-1.279839, -6.743137, -3.457585], [2.205313, 1.381693, -1.508722], [8.716192, 2.499537, 5.532083], [-2.976005, 1.152239, 3.968495]],
  "atomic_forces_ev_per_a": [[-0.6, -0.6, 0.4], [0.6, -0.7, -0.1], [0.4, -0.3, 0.5], [0.5, 0.3, -1.2], [0.9, 0.2, 0.3], [-3.8, -1.0, -1.5], [-0.3, -0.3, -2.0], [0.1, -1.1, -2.0], [-0.5, -1.9, 1.1], [0.9, 1.3, 1.6], [2.2, 0.4, 0.9], [0.0, -0.4, -1.5], [-1.7, 1.5, -0.6], [-1.5, 0.7, 1.1], [-0.9, -1.6, -1.6], [0.0, 0.0, -0.1], [1.3, 1.1, -0.1], [-2.4, 0.7, 1.1], [0.0, 0.1, 0.0], [0.0, 0.1, 0.0], [-0.1, 0.0, 0.0], [0.1, 0.0, 0.1], [0.0, 0.1, 0.1], [-0.1, -0.1, 0.0], [0.0, 0.1, 0.0], [1.5, -1.1, 1.2], [-0.3, -0.6, 1.0], [-0.1, 0.1, -0.2], [0.0, 0.2, 0.0], [0.0, 0.0, 0.2], [0.1, 0.0, 0.1], [0.3, 0.4, 0.7], [-0.4, -1.3, -0.4], [-0.2, 0.7, -1.2], [0.0, -2.1, -0.6], [-1.3, 0.4, -0.7], [0.0, 0.0, -0.1], [0.0, 0.0, -0.1], [0.4, -0.4, 1.2], [-0.1, 0.0, 0.0], [-0.1, 0.0, 0.1], [0.1, 0.0, 0.0], [-2.5, 1.0, 0.7], [0.9, 1.4, 0.1], [0.0, 0.0, 0.0], [0.5, -1.5, 0.1], [-0.1, 0.0, 0.0], [-0.1, 0.2, -0.5], [0.2, 0.0, 0.1], [0.1, 0.1, 0.1], [-0.1, 0.0, -0.1], [1.4, -0.6, -1.1], [0.5, -1.5, 0.5], [0.0, -0.1, 0.0], [0.0, 0.1, 0.0], [-0.9, 0.6, 0.4], [-0.1, 0.0, -0.1], [0.1, -0.1, 0.1], [-0.2, 2.0, -0.2], [0.8, 0.5, 0.1], [-0.1, 0.1, -0.2], [0.0, 0.0, 0.2], [1.7, 1.4, -0.7], [-0.1, 0.0, 0.0], [0.0, 0.0, 0.0], [-1.2, -0.5, -0.5], [1.8, 0.4, 0.7], [-0.1, 0.1, -0.1], [0.0, 0.0, 0.1], [0.0, 0.0, 0.0], [-0.1, -0.1, 0.0], [0.1, 0.0, 0.1], [-0.1, 0.7, 1.4], [-0.3, 0.9, 0.6], [0.0, 0.1, 0.0], [0.0, -0.1, 0.1], [-0.4, -0.8, 1.7], [0.7, 0.0, 2.7], [-0.1, -0.1, -0.1], [-1.4, 0.0, 0.7], [0.1, 0.1, 0.0], [-0.1, 0.1, -0.1], [1.2, 1.5, -1.5], [1.7, -0.3, 1.0], [1.5, 0.6, 2.0], [-0.1, -0.1, 0.1], [0.4, -0.1, -1.5], [-0.2, 1.4, -0.6], [0.0, -0.1, 0.0], [0.5, 0.0, -1.4], [-0.4, 1.3, -0.4], [-0.4, -1.3, 0.2], [-0.1, 0.0, 0.0], [0.1, 0.0, 0.0], [0.0, -1.3, -0.9], [0.3, 1.0, -0.1], [0.0, 0.0, 0.1], [0.1, 0.0, 0.0], [0.2, -1.4, -0.7], [-0.7, -0.7, 0.7], [0.1, 0.8, 0.8], [-0.1, 0.1, 0.0], [0.4, -0.3, -1.3], [0.8, -1.2, -0.2], [-0.3, -1.3, 0.1], [0.8, -0.3, 0.0], [0.0, 0.0, 0.1], [0.1, 0.0, 0.0], [0.1, 0.0, -0.1], [-0.1, 0.0, 0.0], [0.0, -0.1, 0.0], [0.0, -0.3, 0.4], [1.0, -0.1, 0.9], [-0.3, 1.2, -0.7], [-1.0, 0.6, 0.0], [0.1, 0.1, 0.1], [-0.5, -0.9, -0.5], [-0.1, 0.0, -0.1], [0.5, 1.1, 1.1], [0.0, 0.0, -0.1], [0.0, -0.1, -0.1], [-0.6, -0.9, -1.6], [0.1, 0.0, -0.1], [0.9, 0.8, -0.3], [0.7, 0.6, 0.7], [0.0, 0.1, -0.1], [0.1, 0.0, 0.0], [-0.1, 0.0, 0.0], [0.0, 0.0, -0.1], [0.0, -0.1, 0.0], [0.0, 1.2, -0.2], [0.1, 0.1, 0.0], [0.0, -0.1, 0.0], [-0.7, 0.3, -1.0], [-1.0, 0.7, -0.3], [0.1, 0.0, 0.0], [0.0, -0.1, 0.1], [1.4, -0.5, 0.1], [-0.8, 1.1, -0.4], [0.0, 0.0, 0.0], [-1.1, 0.2, 0.9], [-0.4, 0.5, 1.1], [0.0, 0.1, 0.0], [-0.7, -1.1, -0.7], [0.0, 0.0, -0.1], [0.1, 0.0, 0.1], [0.1, 0.0, 0.0], [0.5, 0.7, 0.8], [-1.2, 0.7, -0.4], [0.0, 0.1, 0.0], [-0.9, 0.0, 1.3], [1.6, -0.3, -0.1], [-0.6, 0.2, -1.4], [0.0, 0.1, -0.1], [0.1, -0.9, -1.0], [-0.8, -0.4, 0.5], [0.1, 0.1, 0.0], [0.0, 0.0, 0.0], [1.0, -0.4, 1.1], [0.5, -0.4, -0.9], [-0.1, -0.1, -0.2], [0.1, 0.0, 0.1], [-0.2, 0.4, 1.4], [0.4, 0.4, -1.0], [-0.1, 0.0, 0.0], [0.1, 0.1, 0.0], [0.8, -1.0, 0.5], [0.0, 0.0, -0.1], [-0.5, -0.9, -1.1]],
  "lumo_energy_ev": -4.78,
  "charge": 1,
  "e_homo_ha": -0.338,
  "energy_ha": -10471.152226
}